(1)
DFT (ωB97M-V/def2-TZVPD) results for a 6-piece molecular cluster, C30H76N4O10 overall.

LUMO = 0.38 eV
structure (SMILES) = COCCNCCOC.COCCNCCOC.COCCNCCOC.COCCNCCOC.CC(C)O.CC(C)O
HOMO-LUMO gap = 0.3161 hartree
relative energy (zero: lowest compared OMol25 entry of this formula, charge and spin) = 1.273 eV
spin multiplicity = 1
strongest force on any atom = 2.9 eV Å⁻¹
highest occupied orbital energy = -0.30196 hartree
E_tot = -58770.122 eV
charge = 0

```
120
C30H76N4O10, DFT ωB97M-V/def2-TZVPD
N -2.2231 -0.0773 -3.6210
O -1.4845 1.3103 1.0459
H 1.2036 1.4095 -2.7103
C -1.4053 -3.2440 -1.0065
H -3.7352 0.1790 -1.5173
H -3.6522 -1.7156 1.4068
H -5.1010 1.0019 -2.2488
C 7.0014 4.2835 1.5139
N -3.7552 -2.1083 2.3390
O -5.9129 -0.1196 1.5829
H 4.2963 -3.5908 0.0706
H 0.6344 3.3749 -0.3723
H -1.5679 4.2013 -0.5849
C -1.9304 -3.3581 1.2715
O 1.3635 -2.5659 1.5264
C 7.4273 5.5948 0.8982
H 2.6490 -1.9686 3.1113
H 2.9986 -6.6441 5.3597
C -4.7907 0.6139 1.1424
H -1.0967 1.0989 -4.9359
H 0.4423 1.7272 1.6318
H 2.7447 -7.1983 3.7262
O -4.8953 4.7082 -0.4928
C 0.5729 2.0804 -2.1296
H 1.9328 -1.8964 -5.8435
H 0.2164 -0.7385 -3.7802
H 8.1792 6.0008 1.5811
H -2.8378 -3.7174 3.2382
H -1.8753 -3.2928 -1.9818
H -1.1032 2.0411 -0.9005
H 1.4783 4.0613 -1.5828
O -4.9765 -1.0533 -2.5339
C -3.1204 -3.4374 2.2230
H -5.7263 -2.6952 1.7618
H 0.1614 2.7472 -2.8979
H 4.6847 -7.2555 2.2236
H -4.6430 1.4153 1.8770
H -6.4470 -0.7074 -1.1234
H -1.4243 -4.3264 1.3816
H -4.3457 5.9728 1.6333
H 2.5318 -0.9423 1.6096
H -1.6238 0.3402 -2.9078
H 1.5991 -3.9827 0.1260
C -2.6308 3.9686 -0.6837
H -4.0565 0.0651 -4.5376
H -1.9871 -0.1062 -5.7702
O 0.7170 -0.1787 -5.7027
H -2.7142 5.2887 1.8656
H -3.7615 -4.2199 1.7991
N 3.6510 -4.9683 1.4361
O 4.7119 -6.6257 4.1807
H 3.7467 3.7181 -1.1893
H 6.2485 3.7028 0.9714
H 2.8710 -5.5476 4.0279
H -0.3127 -1.8545 -5.0920
C 2.1801 -3.1440 0.5043
H -4.2050 4.2636 1.8940
H -0.6815 -2.4351 -0.8801
C -5.7666 -0.7957 2.8139
C -0.5734 1.7177 2.0410
H 5.3108 6.0852 0.4646
H -0.7742 2.6952 2.4734
C -5.1981 -2.1828 2.5743
C 5.1574 -6.4972 2.8635
H 2.4336 -0.3723 -6.7452
H 5.9434 7.0241 1.7581
H -0.6540 0.9970 2.8639
C 1.2937 3.0521 -1.1928
H 5.6535 -4.8974 1.5278
H -4.9153 4.6346 -1.4554
H 7.8318 3.5872 1.6475
H -2.7459 2.9505 -0.3085
H -2.1768 -0.2975 0.0257
C -1.4381 0.0572 -4.8395
H 3.9904 -2.7848 1.4710
H -3.8491 0.0692 1.0699
H 0.8044 0.2454 -0.3824
H 6.2267 -6.6996 2.8921
H -6.7815 -0.9895 3.1867
H 6.4161 7.3716 0.1197
O -2.4208 -3.1012 -0.0194
C -3.7050 5.1116 1.4420
N -0.5786 1.4304 -1.5167
C 1.9666 -0.8041 -5.8634
C -5.6857 -1.4550 -1.3666
H 3.5440 -5.6629 0.7164
C 3.6158 2.6702 -0.8944
H -1.1844 -2.6285 1.6018
H 4.3817 2.4387 -0.1519
H 2.2730 -2.3361 -0.2297
C 1.9997 -1.5796 2.3212
H -3.3353 6.0190 -0.5206
H -5.0620 1.1920 0.2632
H -0.8214 -4.1574 -0.8503
C 3.3310 -6.4954 4.3344
H -3.5622 1.6021 -3.8130
H -5.3423 -0.2453 3.6579
C 4.8680 -5.0812 2.2740
C -0.2361 0.2389 -0.7218
C -3.5436 0.5110 -3.6853
H 4.8760 -4.3643 3.0884
H 7.7553 6.0757 -1.0121
H 1.2681 -1.0165 2.9007
H -5.3769 -2.7873 3.4724
C -4.3605 0.2092 -2.4179
C 6.2357 6.5490 0.8188
C -1.2336 0.0413 0.4486
O 7.9401 5.3652 -0.3967
H 2.6171 -0.5232 -5.0201
C -0.1863 -0.8112 -4.7986
H 3.8894 2.0597 -1.7655
O 2.3259 2.4845 -0.3689
H -4.9790 -1.6072 -0.5505
H -0.7272 -0.5007 1.2521
H -0.3309 -0.6249 -1.3912
H 6.5099 4.4124 2.4819
H -6.2436 -2.3625 -1.5872
H -2.9088 3.8976 -1.7410
C 3.5676 -3.6198 0.9008
C -3.5504 5.0326 -0.0952
```

=====

(2)
DFT (ωB97M-V/def2-TZVPD) results for a 10-piece molecular cluster, C30H76O30S9 overall.

LUMO = -0.24 eV
structure (SMILES) = CCOS(C)(=O)=O.CCOS(C)(=O)=O.CCOS(C)(=O)=O.CCOS(C)(=O)=O.CCOS(C)(=O)=O.CCOS(C)(=O)=O.CCOS(C)(=O)=O.CCOS(C)(=O)=O.CCOS(C)(=O)=O.O=C1OCCO1
HOMO-LUMO gap = 0.3710 hartree
spin multiplicity = 1
strongest force on any atom = 5.9 eV Å⁻¹
highest occupied orbital energy = -0.37973 hartree
E_tot = -191276.130 eV
charge = 0

```
145
C30H76O30S9, DFT ωB97M-V/def2-TZVPD
C -4.4146 -4.3046 -0.8377
O -7.4208 1.9228 1.1436
C 6.2797 2.5251 1.7989
H -0.9138 -0.5655 4.4640
S 5.8530 4.2834 1.6411
H 1.2750 0.7207 -0.7770
H -6.9206 -3.6330 2.7565
C 4.5808 3.8976 -0.6673
H 4.3354 -0.8448 3.7809
C -5.6200 1.2479 -0.7555
C -1.3509 -0.4743 1.0862
O -5.9381 -2.9222 0.3960
H 1.1654 -1.0077 -3.2787
H 4.5286 -4.2486 -2.7851
H -3.0177 3.6200 -2.8354
H 5.0397 2.9167 -0.7910
H 8.9347 -1.9435 -0.7216
O -3.0362 3.2793 -0.1118
O 1.6043 -1.3922 4.2548
C 0.9453 -0.1670 -1.3168
H -1.0204 -2.0300 -5.9841
H -2.3362 2.1465 -2.2150
H -2.4418 5.6628 1.3072
H -3.5537 0.7975 6.8256
H 4.2481 -0.8773 1.8962
H 1.1045 -1.0425 -0.6873
H 0.6580 1.1734 3.2493
H 7.1232 -0.6481 -2.5273
H 2.7243 -0.5201 -2.5833
O -1.7155 3.2254 1.9843
H 4.4577 -2.3266 2.9805
H -5.3224 -4.3231 3.2439
O 5.9405 0.3107 -0.3301
O 4.5058 -1.7719 -0.5048
O -8.1748 2.0906 -1.3138
O 1.6873 -2.7277 2.0568
H -6.6087 -4.0559 -0.8534
C -5.8881 -3.4162 3.0305
C -2.1774 3.2236 -2.2654
H 5.4740 -1.6401 -6.3145
O -0.4358 0.0933 -1.5816
H 2.8020 4.9607 -1.3954
H 3.2767 3.6366 -2.4274
O 5.4299 4.7085 2.9700
H -3.7806 -4.9299 -0.2091
H 2.5050 3.2542 -0.9525
C 3.2195 3.9539 -1.3862
C -2.3190 -4.2157 -4.5475
H 9.8199 -1.5469 1.7504
C 4.5817 -2.1703 -6.6472
H 6.7729 2.3904 0.8362
H -2.0316 4.9512 -0.8623
H 2.3485 1.4032 3.3862
H -1.3638 0.5976 1.2837
C 8.8422 -1.9635 1.5080
H -3.9416 -0.1492 8.2703
H 3.6533 -1.6330 -6.4534
O 6.9486 -1.9603 0.0565
H -2.4034 0.1900 3.6956
H 8.4143 -0.4626 0.0101
H 1.4822 -3.9800 -3.1476
O -2.4898 -5.4088 -4.3451
H 9.0184 -3.0052 1.7761
H -1.6490 0.2503 9.0962
O -5.3246 -1.1010 1.9996
H -3.2921 -1.6711 -5.6608
C -2.0129 3.8614 -0.8483
H -3.9446 -3.3675 -1.1362
H -5.9070 -2.8011 3.9302
S -7.1291 2.2098 -0.2818
C 1.8376 2.0882 1.4875
C -2.7646 -2.0493 -4.7851
S -4.9971 -2.4913 1.7131
O 5.9083 -4.2814 -5.5499
H 8.1806 -1.4574 2.2110
S -3.1018 3.4681 1.4947
H -7.2986 5.5053 -3.1549
O 6.8032 5.0463 0.8537
C -3.1308 0.1898 7.6255
H -2.5330 1.7951 9.0253
O -6.5882 3.7845 -0.3251
O -2.4508 -0.9565 7.1056
O 3.5498 -4.6618 -6.4554
H -1.4611 1.4536 7.7231
C -6.2818 4.2552 -1.6112
H 1.6172 0.6869 -3.1246
C 8.3356 -1.5462 0.0977
C -5.7694 -4.1575 -0.1654
H 0.9949 2.0091 0.8008
H 2.4553 -3.0762 -1.9245
C -7.3783 5.2927 -2.0888
O 4.4668 4.1265 0.7552
C -1.2697 -2.3344 -4.9675
S -2.8408 -1.3302 5.5311
O -1.3187 -2.2946 -0.9216
H -4.4874 -4.8611 -1.7721
O 3.8457 -3.3144 -4.3689
H 2.7932 1.9454 0.9831
C 1.5813 1.0969 2.6751
C 2.3583 -3.9972 -2.4994
H -1.0320 3.6205 -0.4384
H -0.3368 -0.8590 1.1947
C -3.4118 5.2622 1.6018
H -6.0789 -4.9714 0.4903
H -6.1976 3.4722 -2.3648
H -0.5955 -1.8250 -4.2791
H -4.8431 1.9757 -0.9896
H 5.3798 4.5159 -1.0765
H 4.6467 -2.3101 -7.7262
S 4.5261 -3.8304 -5.7625
O -3.6058 -2.9286 1.5802
S -1.6255 -0.8520 -0.7566
H -3.6231 5.4841 2.6478
C -1.8616 -0.0477 4.6111
H -5.4286 0.5094 0.0230
C -2.1304 0.9714 8.4356
S 2.1236 -1.5230 2.8756
O -1.1311 -3.7227 -4.7836
O -4.2433 -1.1320 5.1767
H -7.3077 6.2000 -1.4889
O -2.9183 -0.3573 -1.1122
C 1.6612 -0.2842 -2.6315
C 4.0218 -1.3349 2.8593
C 6.2477 -1.2775 -2.3677
H 6.9160 2.4067 2.6760
H 3.4725 -5.2377 -3.7815
H -5.9287 0.6117 -1.5850
H -5.3710 4.8513 -1.5542
H 2.1960 -4.7675 -1.7455
O 1.7591 -0.1700 1.9768
H 5.3268 -0.9911 -2.8755
O -2.2303 -2.6352 5.2220
H 1.8574 3.1179 1.8446
O -3.2335 -3.3400 -4.5874
H -1.3068 3.3855 -2.9009
H -8.3858 4.9058 -1.9362
C 3.6030 -4.2408 -3.3606
H -2.1371 -1.0346 1.5922
H 5.4058 1.8802 1.8912
O -4.2545 2.7278 1.9731
S 5.7463 -1.0661 -0.6582
H 6.5124 -2.3037 -2.6227
H -1.6986 0.8760 5.1663
H -2.9860 -1.4604 -3.8950
H -4.2386 5.5387 0.9476
```